# 1
91
Properties=species:S:1:pos:R:3 method="wB97M-V/def2-TZVPD" homo_ev="-6.70 / -6.63" multiplicity=2 s2=1.06 largest_force_ev_per_a=2.3 e_tot_ha=-4138.9056 gap_ev="6.24 / 6.17" total_charge=0
Cr -0.41 -0.38 -0.19
C -2.69 -5.84 -0.18
C -1.47 -5.49 0.67
N -0.36 -4.95 -0.10
C 0.65 -5.88 -0.62
C 0.41 -6.30 -2.06
C -0.27 -3.64 -0.43
S -1.48 -2.52 0.18
N 0.72 -3.28 -1.21
C 1.03 -1.99 -1.41
O 1.57 -1.27 -0.24
C 1.53 -1.47 -2.67
C 2.32 -0.33 -2.76
C 2.73 0.13 -4.01
C 2.34 -0.52 -5.17
C 1.54 -1.66 -5.08
C 1.14 -2.13 -3.84
H -3.49 -6.21 0.46
H -2.46 -6.61 -0.91
H -3.05 -4.95 -0.70
H -1.10 -6.37 1.18
H -1.75 -4.76 1.43
H 0.65 -6.74 0.04
H 1.63 -5.40 -0.54
H -0.54 -6.83 -2.17
H 1.21 -6.97 -2.38
H 0.41 -5.43 -2.71
H 2.62 0.22 -1.88
H 3.36 1.01 -4.06
H 2.66 -0.16 -6.13
H 1.24 -2.18 -5.98
H 0.53 -3.02 -3.77
C -1.32 0.95 -4.20
C -0.85 0.79 -2.79
N -1.18 -0.24 -2.08
O -2.02 -1.15 -2.71
C 0.02 1.72 -2.13
C 0.57 2.96 -2.76
N 0.37 1.34 -0.91
O 1.25 2.00 -0.26
H -1.11 0.04 -4.76
H -0.82 1.79 -4.68
H -2.40 1.11 -4.23
H -2.07 -1.86 -2.04
H -0.20 3.53 -3.27
H 1.35 2.72 -3.49
H 1.02 3.57 -1.98
N 3.83 -1.60 0.62
C 2.77 -1.42 0.20
C -3.31 1.29 2.37
Sb -2.73 0.83 0.37
C -3.04 2.74 -0.52
C -4.50 -0.13 -0.29
H -4.30 1.75 2.38
H -2.59 1.98 2.81
H -3.33 0.38 2.96
H -4.03 3.13 -0.26
H -2.95 2.65 -1.60
H -2.28 3.44 -0.17
H -5.37 0.50 -0.10
H -4.61 -1.08 0.22
H -4.42 -0.32 -1.36
C 7.15 -3.51 4.60
C 7.04 -2.10 5.13
S 4.56 -1.52 5.56
O 5.86 -1.44 4.60
O 3.90 -2.82 5.43
C 3.63 -0.43 4.47
C 2.16 -0.49 4.84
N 1.33 0.03 3.75
C 0.85 -0.72 2.75
N 0.24 0.03 1.83
C 0.33 1.32 2.26
C 0.99 1.34 3.45
N 1.33 2.48 4.23
O 2.10 2.33 5.17
O 0.84 3.54 3.89
C 1.00 -2.20 2.73
H 8.08 -3.96 4.96
H 7.17 -3.50 3.51
H 6.31 -4.11 4.93
H 7.87 -1.48 4.81
H 7.00 -2.08 6.22
H 3.81 -0.81 3.46
H 4.03 0.58 4.55
H 1.94 0.07 5.74
H 1.86 -1.53 4.99
H -0.03 2.16 1.69
H 2.05 -2.50 2.79
H 0.56 -2.59 1.82
H 0.47 -2.65 3.58

***

# 2
15
Properties=species:S:1:pos:R:3 method="wB97M-V/def2-TZVPD" homo_ev=-9.37 largest_force_ev_per_a=9.8 e_tot_ha=-399.6610 gap_ev=9.34 total_charge=0
C -0.40 -1.29 1.03
C -0.11 -0.55 -0.38
C -0.43 0.77 -0.76
C 1.20 1.10 0.71
C 1.01 0.41 -0.67
H -1.41 -1.77 0.93
H 0.17 -2.00 1.47
H -0.96 -0.39 1.79
H -1.19 -1.10 -1.99
H -0.93 1.23 -1.71
H 2.25 1.23 0.85
H 1.56 0.60 -1.72
N 0.25 1.61 1.35
O -0.06 -1.42 -1.34
O -0.94 1.57 0.43

***

# 3
11
Properties=species:S:1:pos:R:3 method="wB97M-V/def2-TZVPD" homo_ev="-5.56 / -8.55" multiplicity=3 s2=2.02 largest_force_ev_per_a=7.7 e_tot_ha=-434.4105 gap_ev="5.64 / 5.58" total_charge=0
C 1.13 -0.17 -0.05
C 0.64 1.19 -0.08
C 0.54 -1.38 0.06
C -0.52 1.86 0.01
N -1.62 -0.76 -0.07
O -1.49 2.49 0.12
O -2.81 -0.94 0.00
O -0.78 -1.82 0.06
H 2.27 -0.11 -0.26
H 1.43 2.00 0.04
H 1.20 -2.36 0.17

***

# 4
84
Properties=species:S:1:pos:R:3 method="wB97M-V/def2-TZVPD" homo_ev=-13.09 largest_force_ev_per_a=0.7 e_tot_ha=-5220.1190 gap_ev=8.88 total_charge=+1
C 1.39 5.41 1.22
O 1.99 4.11 1.01
C 2.19 3.34 2.10
S 3.99 3.47 2.60
S 4.92 2.74 0.90
H 0.80 5.62 0.33
H 2.16 6.17 1.33
H 0.73 5.39 2.09
H 1.99 2.28 1.89
H 1.67 3.64 3.02
H 4.03 2.45 3.48
H 6.08 2.51 1.52
C 1.46 -0.54 6.08
C 0.08 0.13 6.24
C -0.52 0.84 5.02
F 0.28 1.88 4.64
F -1.71 1.34 5.36
F 0.10 0.96 7.30
F -0.79 -0.88 6.51
O 2.58 0.18 6.57
C 3.26 1.08 5.84
C 3.25 2.48 6.48
F 2.01 2.94 6.62
F 3.89 3.31 5.59
F 2.82 1.16 4.55
F 4.56 0.71 5.76
H 1.41 -1.42 6.72
H 1.61 -0.89 5.06
H -0.64 0.15 4.18
H 3.77 2.48 7.44
C 2.31 0.37 -0.52
C 2.92 -0.12 -1.84
C 1.99 -0.20 -3.05
F 1.01 -1.09 -2.82
F 2.72 -0.63 -4.11
F 3.55 -1.29 -1.64
F 3.87 0.81 -2.17
O 1.96 -0.61 0.44
C 0.71 -1.15 0.53
C 0.73 -2.67 0.34
F 1.20 -2.98 -0.88
F -0.54 -3.13 0.43
F -0.16 -0.56 -0.31
F 0.28 -0.91 1.79
H 3.11 0.92 -0.02
H 1.50 1.08 -0.70
H 1.56 0.77 -3.28
H 1.35 -3.14 1.10
C -5.03 -2.58 0.94
C -4.23 -1.38 1.48
C -3.11 -1.67 2.48
F -3.58 -2.20 3.62
F -2.49 -0.50 2.79
F -5.05 -0.45 1.97
F -3.58 -0.85 0.39
O -6.28 -2.82 1.54
C -6.42 -3.64 2.63
C -7.04 -2.89 3.82
F -6.26 -1.86 4.18
F -7.14 -3.74 4.86
F -5.27 -4.24 2.98
F -7.30 -4.61 2.30
H -5.27 -2.31 -0.08
H -4.41 -3.48 0.91
H -2.36 -2.35 2.05
H -8.04 -2.52 3.55
C 1.14 0.54 -9.22
C 0.47 -0.48 -10.14
C -1.05 -0.37 -10.34
F -1.70 -0.56 -9.17
F -1.45 -1.32 -11.20
F 0.78 -1.74 -9.76
F 1.00 -0.27 -11.38
O 1.43 0.11 -7.90
C 0.55 0.26 -6.87
C 0.18 -1.08 -6.23
F -0.41 -1.88 -7.13
F -0.69 -0.85 -5.22
F -0.54 0.96 -7.22
F 1.18 0.98 -5.90
H 2.12 0.70 -9.66
H 0.62 1.49 -9.24
H -1.31 0.61 -10.75
H 1.08 -1.57 -5.84

***

# 5
171
Properties=species:S:1:pos:R:3 method="wB97M-V/def2-TZVPD" homo_ev="0.75 / 0.75" largest_force_ev_per_a=4.1 e_tot_ha=-10110.5825 gap_ev="2.85 / 2.84" total_charge=-2
Ti 0.16 0.38 1.17
C 3.56 0.74 -2.08
P 2.15 -0.16 -1.24
C 1.45 -0.74 -2.85
C 3.03 -1.68 -0.69
C 3.59 -2.63 -1.53
C 4.09 -3.82 -1.03
C 4.00 -4.10 0.33
C 3.50 -3.15 1.20
C 3.05 -1.92 0.73
P 2.47 -0.53 1.75
C 2.89 -1.08 3.43
C 3.84 0.63 1.46
H 4.02 0.12 -2.87
H 4.33 1.05 -1.35
H 3.11 1.65 -2.52
H 2.08 -1.54 -3.30
H 1.43 0.13 -3.55
H 0.42 -1.12 -2.72
H 3.66 -2.45 -2.60
H 4.53 -4.56 -1.71
H 4.34 -5.07 0.70
H 3.46 -3.38 2.27
H 2.28 -1.97 3.69
H 2.62 -0.26 4.12
H 3.97 -1.32 3.52
H 4.78 0.09 1.22
H 4.00 1.25 2.37
H 3.55 1.30 0.65
C 1.71 -5.53 4.14
C 0.26 -5.46 3.67
C -0.20 -6.77 3.05
C 0.57 -7.06 1.78
C 0.54 -5.88 0.87
C 0.75 -6.07 -0.51
C 0.71 -4.98 -1.34
F 0.89 -5.18 -2.69
C 0.49 -3.70 -0.88
C 0.31 -3.48 0.50
C 0.10 -2.15 0.96
O 0.08 -1.15 0.11
C -0.19 -2.02 2.38
C -0.19 -3.14 3.16
N 0.10 -4.39 2.72
C 0.33 -4.61 1.37
C -0.58 -0.80 3.20
O -1.36 -0.95 4.13
O 0.01 0.33 2.97
H 1.88 -6.44 4.75
H 1.95 -4.65 4.76
H 2.37 -5.55 3.27
H -0.38 -5.23 4.54
H -1.28 -6.68 2.81
H -0.08 -7.59 3.78
H 0.13 -7.93 1.26
H 1.61 -7.32 2.03
H 0.94 -7.07 -0.90
H 0.43 -2.86 -1.57
H -0.46 -3.06 4.22
C -4.71 3.51 1.40
N -4.32 2.12 1.46
C -2.98 1.81 1.60
N -2.25 2.54 2.45
S -2.34 0.52 0.74
H -5.80 3.58 1.58
H -4.47 3.98 0.42
H -4.18 4.06 2.20
H -4.74 1.55 0.72
H -2.58 2.55 3.43
H -1.28 2.23 2.36
N -0.30 1.86 -2.02
C -0.27 3.18 -2.26
C -0.71 4.07 -1.26
C -0.64 5.43 -1.46
C -0.13 5.95 -2.65
C 0.28 5.08 -3.64
C 0.20 3.71 -3.46
H -0.28 1.19 -2.76
H -0.59 1.56 -1.11
H -1.09 3.65 -0.34
H -0.99 6.11 -0.68
H -0.06 7.03 -2.79
H 0.67 5.48 -4.59
H 0.52 3.03 -4.26
C -2.27 -2.38 -3.74
C -2.44 -3.83 -3.46
As -3.42 -4.85 -4.90
C -2.76 -3.93 -6.49
C -1.38 -3.74 -6.65
C -0.87 -3.18 -7.81
C -1.72 -2.83 -8.85
C -3.08 -3.08 -8.73
C -3.58 -3.64 -7.56
C -5.20 -4.01 -4.75
C -5.56 -2.75 -5.21
C -6.80 -2.20 -4.87
C -7.70 -2.89 -4.07
C -7.36 -4.15 -3.63
C -6.13 -4.69 -3.96
P -2.01 -1.23 -2.27
C -3.44 -1.86 -1.31
C -4.78 -1.55 -1.52
C -5.76 -2.20 -0.78
C -5.42 -3.16 0.15
C -4.09 -3.48 0.37
C -3.11 -2.83 -0.36
C -2.71 0.30 -3.08
C -2.39 0.61 -4.40
C -2.86 1.77 -5.01
C -3.62 2.67 -4.29
C -3.90 2.41 -2.96
C -3.45 1.24 -2.35
H -3.16 -2.00 -4.24
H -1.40 -2.21 -4.40
H -3.05 -4.00 -2.55
H -1.47 -4.33 -3.31
H -0.71 -4.02 -5.83
H 0.20 -3.00 -7.91
H -1.32 -2.37 -9.76
H -3.75 -2.84 -9.56
H -4.66 -3.83 -7.48
H -4.88 -2.19 -5.86
H -7.07 -1.19 -5.22
H -8.66 -2.43 -3.79
H -8.07 -4.72 -3.01
H -5.85 -5.69 -3.59
H -5.07 -0.81 -2.28
H -6.83 -1.95 -0.94
H -6.22 -3.66 0.73
H -3.81 -4.24 1.11
H -2.06 -3.08 -0.20
H -1.76 -0.08 -4.98
H -2.63 1.96 -6.06
H -3.99 3.58 -4.77
H -4.48 3.15 -2.37
H -3.66 1.05 -1.30
C 0.69 2.13 0.84
Ge 1.32 3.62 1.76
C 0.43 5.43 1.63
C 1.18 6.59 1.49
C 0.58 7.84 1.44
C -0.80 7.95 1.52
C -1.56 6.80 1.66
C -0.94 5.56 1.70
C 1.44 3.51 3.79
C 0.61 4.21 4.63
C 0.57 3.95 6.00
C 1.36 2.96 6.55
C 2.20 2.24 5.72
C 2.23 2.51 4.36
C 3.21 4.10 1.19
C 3.55 3.99 -0.16
C 4.84 4.25 -0.60
C 5.82 4.62 0.30
C 5.50 4.74 1.65
C 4.20 4.48 2.08
H 2.27 6.51 1.42
H 1.18 8.74 1.32
H -1.28 8.93 1.49
H -2.66 6.87 1.72
H -1.53 4.66 1.81
H -0.02 5.01 4.21
H -0.09 4.53 6.65
H 1.32 2.75 7.62
H 2.83 1.44 6.14
H 2.87 1.94 3.71
H 2.78 3.69 -0.86
H 5.08 4.16 -1.66
H 6.83 4.83 -0.05
H 6.27 5.03 2.37
H 3.95 4.60 3.14

***

# 6
26
Properties=species:S:1:pos:R:3 method="wB97M-V/def2-TZVPD" homo_ev=-8.78 largest_force_ev_per_a=4.8 e_tot_ha=-390.5362 gap_ev=9.71 total_charge=0 smiles=Cc1ccccc1.CCC
C -2.22 1.42 2.30
C -2.01 0.11 1.63
C -0.75 -0.04 0.93
C -0.80 -1.18 0.15
C -1.58 -2.32 0.23
C -2.74 -2.20 1.08
C -2.87 -0.97 1.67
H -1.59 2.15 1.76
H -1.62 1.40 3.33
H -3.26 1.65 2.34
H 0.07 0.71 0.84
H -0.11 -1.16 -0.79
H -1.47 -3.23 -0.45
H -3.59 -2.82 1.02
H -3.80 -0.81 2.21
C 3.60 0.02 -1.37
C 2.21 0.50 -1.03
C 1.86 1.42 -2.22
H 4.37 0.70 -0.98
H 3.80 0.20 -2.47
H 3.91 -1.05 -1.11
H 1.37 -0.31 -1.17
H 1.94 0.96 -0.02
H 1.58 0.93 -3.19
H 0.95 1.98 -2.07
H 2.78 1.93 -2.61

***

# 7
10
Properties=species:S:1:pos:R:3 method="wB97M-V/def2-TZVPD" homo_ev="-9.55 / -9.55" largest_force_ev_per_a=5.8 e_tot_ha=-752.7558 gap_ev="8.10 / 8.10" total_charge=0
H 2.53 0.38 -0.54
N 1.93 0.25 0.32
C 0.69 -0.09 -0.01
N 0.26 -0.02 -1.31
N -0.09 -0.60 0.93
S -1.42 0.04 1.36
O -2.09 1.05 0.57
O -2.18 -0.62 2.39
H -0.61 -0.44 -1.76
H 0.98 0.05 -1.95

***

# 8
49
Properties=species:S:1:pos:R:3 method="wB97M-V/def2-TZVPD" homo_ev="-13.75 / -13.83" multiplicity=3 s2=2.00 largest_force_ev_per_a=2.2 e_tot_ha=-5059.7454 gap_ev="9.81 / 9.42" total_charge=+1
Na 2.60 -1.17 -1.64
Ni 0.68 2.11 -1.60
C -1.72 5.36 -0.72
F -1.27 6.05 -1.75
F -1.04 5.46 0.39
F -2.98 5.75 -0.49
S -1.91 3.55 -1.37
O -3.24 3.16 -1.13
O -1.43 3.54 -2.73
N -0.85 2.61 -0.47
S -1.25 2.33 1.07
O -0.07 2.17 1.86
O -2.21 3.23 1.59
C -2.01 0.63 1.04
F -2.24 0.24 2.28
F -3.19 0.68 0.43
F -1.20 -0.23 0.43
O 1.49 0.67 -0.68
H 0.78 0.12 -0.33
O -0.34 0.84 -2.75
S -0.64 -0.54 -3.05
O 0.32 -1.58 -2.87
O -1.94 -0.86 -2.29
C -2.18 -2.25 -1.86
C -3.65 -2.33 -1.45
C -1.18 -0.55 -4.74
H -1.47 -2.53 -1.08
H -2.04 -2.89 -2.73
H -4.24 -1.71 -2.13
H -3.73 -2.00 -0.42
H -3.99 -3.35 -1.57
H -1.59 0.44 -4.92
H -1.94 -1.33 -4.80
H -0.31 -0.68 -5.38
O 5.21 -0.72 2.34
S 3.93 -0.96 1.77
O 3.90 -1.24 0.37
O 3.18 -2.11 2.54
C 3.63 -2.39 3.91
C 2.97 -3.68 4.34
C 2.83 0.38 2.17
H 3.24 -1.57 4.53
H 4.71 -2.36 4.01
H 1.89 -3.71 4.18
H 3.28 -3.98 5.33
H 3.33 -4.44 3.63
H 1.84 -0.05 2.08
H 2.98 1.19 1.46
H 3.06 0.72 3.18